Entry from OMol25: a 6-piece molecular cluster, C38H82N4O6 overall in a non-equilibrium geometry (ωB97M-V with the def2-TZVPD basis set).

ORCA input file:
```
! RIJCOSX wB97M-V def2-TZVPD def2/J DEFGRID3
* xyz 2 1
C -19.18474 16.30259 2.09647
C -19.59242 14.78560 1.84769
C -20.51768 14.30227 2.97283
C -21.26465 13.01178 2.55650
N -21.73561 12.21453 3.84849
C -22.38178 10.90905 3.46577
C -22.31038 9.89736 4.60609
C -20.95913 10.37381 5.29059
C -20.47730 11.66176 4.54755
C -22.62083 13.14615 4.68383
H -18.35942 16.59138 1.44566
H -18.93737 16.55000 3.12880
H -20.06679 16.91883 1.92232
H -18.71690 14.13888 1.79012
H -20.12117 14.61139 0.91058
H -21.16102 15.16042 3.16723
H -19.88297 14.13108 3.84227
H -20.69766 12.23945 2.03676
H -22.06809 13.30566 1.88106
H -23.42682 10.94900 3.15851
H -21.90727 10.44945 2.59875
H -23.20483 10.11963 5.18802
H -22.33611 8.85078 4.30259
H -21.18035 10.52110 6.34769
H -20.16747 9.62479 5.30876
H -20.00373 12.28573 5.30551
H -19.75838 11.45454 3.75489
H -22.18793 14.02950 5.15329
H -23.05360 12.54898 5.48646
H -23.32415 13.52597 3.94276
C -16.02580 16.99842 -3.19272
C -17.00954 15.94842 -2.63701
C -16.54613 14.52409 -2.64028
C -16.37808 13.92654 -4.02059
N -16.01391 12.41405 -4.09235
C -15.63488 12.10152 -5.56963
C -16.93811 11.66192 -6.21839
C -17.89987 11.20289 -5.14301
C -17.20841 11.43647 -3.78598
C -14.80543 12.15395 -3.17313
H -15.09562 17.07712 -2.62999
H -16.44973 18.00250 -3.20733
H -15.75866 16.72318 -4.21301
H -18.03124 16.09004 -2.98939
H -17.13500 16.36135 -1.63609
H -17.22811 13.91557 -2.04639
H -15.68564 14.43059 -1.97778
H -15.52650 14.49410 -4.39579
H -17.29783 14.10677 -4.57708
H -14.85399 11.34109 -5.57719
H -15.23641 12.97396 -6.08748
H -16.91832 11.07355 -7.13574
H -17.46415 12.56416 -6.53037
H -18.06496 10.12581 -5.17039
H -18.94543 11.51053 -5.12636
H -16.73769 10.54886 -3.36329
H -17.92942 11.86001 -3.08679
H -15.10311 12.32910 -2.13930
H -14.00010 12.83708 -3.44309
H -14.58032 11.11599 -3.41820
C -14.14336 8.70826 -1.92298
C -13.30033 8.36838 -0.59189
C -14.13864 7.73382 0.50467
C -15.13077 8.78856 1.03133
N -16.00820 8.02711 2.08582
C -16.85181 8.98618 2.99264
C -17.34442 8.12171 4.19948
C -16.31879 6.99808 4.36215
C -15.27175 7.25400 3.21448
C -17.06845 7.07005 1.37530
H -14.87087 9.51809 -1.86807
H -14.78782 7.85268 -2.12490
H -13.40482 8.91358 -2.69790
H -12.79591 9.29471 -0.31698
H -12.57053 7.59741 -0.83905
H -13.50661 7.23705 1.24077
H -14.63179 6.89315 0.01664
H -15.77321 9.25593 0.28505
H -14.56605 9.62985 1.43311
H -17.62768 9.30594 2.29703
H -16.23278 9.78944 3.39226
H -18.37296 7.78757 4.06320
H -17.49248 8.71259 5.10338
H -16.76430 6.00508 4.30246
H -15.69131 7.15320 5.23983
H -14.85240 6.35182 2.76915
H -14.51198 7.94012 3.58876
H -16.63223 6.07136 1.35455
H -17.06394 7.46529 0.35950
H -18.00085 7.15111 1.93400
C -11.44609 10.46989 2.72075
C -11.30601 11.98622 2.92153
C -12.26405 12.74204 2.02705
C -12.19025 14.32205 2.00998
N -13.33198 15.00843 1.22112
C -13.04944 16.53912 1.02254
C -14.42283 17.20978 1.35252
C -15.38593 16.14261 1.77183
C -14.56580 14.96927 2.20311
C -13.57109 14.22815 -0.11398
H -10.85054 10.03995 3.52609
H -10.92817 10.22785 1.79269
H -12.49934 10.19112 2.68865
H -10.30590 12.29382 2.61615
H -11.68181 12.25826 3.90787
H -13.28604 12.59012 2.37428
H -12.20801 12.35783 1.00855
H -11.31420 14.63226 1.44043
H -12.08044 14.80749 2.97972
H -12.85242 16.69427 -0.03822
H -12.17086 16.99599 1.47803
H -14.65337 18.09825 0.76467
H -14.33545 17.68698 2.32861
H -16.01803 15.75140 0.97464
H -16.07562 16.48097 2.54509
H -15.06415 14.01077 2.05810
H -14.27636 15.16723 3.23517
H -14.19597 13.35313 0.06478
H -12.72400 13.75526 -0.61088
H -14.07406 14.94796 -0.75972
O -22.06580 11.14523 0.06404
C -22.06861 11.56475 -1.19132
O -21.23564 11.04808 -2.02956
O -22.72139 12.55889 -1.52511
H -21.42083 10.43461 0.03909
O -18.25767 11.64130 1.44083
C -17.14100 11.99429 0.88099
O -17.15449 11.97889 -0.37540
O -16.16621 11.97963 1.59363
H -18.97349 11.65474 0.80128
*
```

For the LUMO energy, the calculation gives -0.14031 hartree. The maximum force comes out at 0.1347 Eh/bohr. The value obtained for the relative energy (zero: lowest compared OMol25 entry of this formula, charge and spin) is 86.90 kcal per mole.

Atom charges from the Löwdin analysis, given in e for atoms 1 to 99:
1. C -0.08
2. C -0.21
3. C -0.19
4. C -0.07
5. N -0.21
6. C -0.14
7. C -0.12
8. C -0.12
9. C -0.08
10. C 0.05
11. H 0.04
12. H 0.07
13. H 0.07
14. H 0.08
15. H 0.12
16. H 0.12
17. H 0.11
18. H 0.09
19. H 0.14
20. H 0.15
21. H 0.12
22. H 0.11
23. H 0.12
24. H 0.11
25. H 0.09
26. H 0.13
27. H 0.12
28. H 0.10
29. H 0.11
30. H 0.12
31. C -0.09
32. C -0.24
33. C -0.22
34. C -0.09
35. N -0.20
36. C -0.08
37. C -0.15
38. C -0.15
39. C -0.04
40. C 0.02
41. H 0.06
42. H 0.08
43. H 0.06
44. H 0.12
45. H 0.10
46. H 0.11
47. H 0.08
48. H 0.12
49. H 0.15
50. H 0.13
51. H 0.13
52. H 0.13
53. H 0.11
54. H 0.12
55. H 0.13
56. H 0.12
57. H 0.13
58. H 0.08
59. H 0.11
60. H 0.08
61. C -0.07
62. C -0.21
63. C -0.21
64. C -0.08
65. N -0.21
66. C -0.08
67. C -0.16
68. C -0.12
69. C -0.09
70. C 0.09
71. H 0.04
72. H 0.07
73. H 0.07
74. H 0.09
75. H 0.11
76. H 0.11
77. H 0.11
78. H 0.12
79. H 0.12
80. H 0.12
81. H 0.13
82. H 0.10
83. H 0.11
84. H 0.12
85. H 0.12
86. H 0.12
87. H 0.13
88. H 0.10
89. H 0.10
90. H 0.10
91. C -0.09
92. C -0.25
93. C -0.20
94. C -0.10
95. N -0.18
96. C -0.05
97. C -0.13
98. C -0.19
99. C -0.07